119
Properties=species:S:1:pos:R:3:mulliken_spin:R:1 method="wB97M-V/def2-TZVPD" de_lowest_kcal_mol=0.0 s2=12.06 homo_lumo_gap_ev="5.59 / 4.00" homo_energy_ev="-9.54 / -7.98" charge=+1 multiplicity=7 lumo_energy_ev="-3.96 / -3.99"
Eu -1.49 0.46 -0.82 4.99
S 1.33 1.53 -2.77 0.00
F -5.77 -3.60 -3.88 0.00
F -3.94 -3.37 -6.00 0.00
F -4.88 -2.67 -1.37 0.00
F -0.58 -1.74 -2.99 0.01
F -1.34 -2.38 -5.54 0.00
O 0.66 0.52 -1.74 0.00
O -2.56 1.22 -2.86 0.00
O -2.56 0.14 1.52 0.01
O -4.39 0.52 2.87 0.00
O 1.89 6.40 3.54 0.00
O -4.31 0.91 -4.24 0.00
N 1.08 4.84 2.11 0.00
N 3.06 6.02 1.56 0.00
N -0.72 2.95 -0.40 0.02
N -3.98 0.77 -0.64 0.00
C 1.58 -0.82 5.29 0.04
C 3.60 3.67 0.98 0.00
C -2.79 -1.98 -2.27 -0.01
C 5.36 3.26 -0.65 0.00
C -3.59 -2.92 -4.76 0.00
C 2.02 5.83 2.47 0.00
C -0.17 5.12 -1.30 0.00
C -1.21 -5.57 2.41 0.01
C -0.82 3.86 -1.40 0.00
C 0.56 4.52 0.87 0.00
C 0.33 -4.46 -0.62 0.02
C 3.76 5.04 0.76 0.00
C 0.63 1.24 -4.43 0.00
C 2.11 -4.90 1.13 0.06
C -5.98 0.94 0.60 0.00
C -1.76 -4.13 2.26 -0.02
C -0.49 -2.12 3.22 0.24
C 2.22 0.61 3.32 0.00
C 0.66 -1.33 3.08 0.17
C 4.40 2.79 0.26 0.00
C -4.04 -2.57 -2.44 0.02
C -4.49 -3.03 -3.69 0.00
C -4.60 0.75 0.55 -0.01
C -3.78 1.07 -3.02 0.01
C 5.42 4.63 -0.93 0.00
C -0.06 3.28 0.73 0.00
C 6.31 2.29 -1.25 0.00
C 2.93 0.74 -3.05 0.00
C 4.68 5.54 -0.18 0.00
C 0.53 5.46 -0.16 0.00
C 1.31 -3.83 0.35 0.22
C -6.73 1.15 -0.55 0.00
C 3.04 0.61 -4.56 0.00
C -2.63 -3.94 1.00 0.03
C -2.27 -2.47 -4.56 0.00
C -2.63 -3.82 3.48 0.00
C -4.66 1.04 -1.80 -0.01
C 0.58 -2.97 1.38 0.17
C 1.10 -0.17 3.99 0.04
C 1.60 0.26 -5.11 0.00
C -1.85 -2.12 -3.27 -0.01
C -0.09 0.75 4.34 0.05
C 2.33 -3.01 -0.45 -0.02
C -6.06 1.26 -1.80 0.00
C -0.56 -3.13 2.22 -0.02
C -3.77 0.43 1.68 0.00
C 1.26 -1.82 1.92 0.06
H 2.79 -3.54 -1.28 0.00
H 3.55 6.89 1.70 0.00
H 6.11 5.04 -1.63 0.00
H 2.88 -4.44 1.78 0.00
H -3.41 -4.71 1.02 0.00
H 6.74 2.65 -2.17 0.00
H 0.82 -5.04 -1.40 0.00
H 1.14 6.36 -0.11 0.00
H 2.28 -1.60 5.05 0.00
H -0.78 -6.01 1.54 0.00
H 7.15 2.16 -0.58 0.00
H 1.47 -5.55 1.73 -0.01
H -6.52 1.68 -2.70 0.00
H 3.79 -0.12 -4.89 0.00
H 3.00 -0.10 3.09 0.00
H -2.02 -6.25 2.66 0.00
H -7.83 1.10 -0.47 0.00
H 3.32 1.55 -5.01 0.00
H 1.31 -0.76 -4.84 0.00
H 0.03 2.57 1.56 0.00
H 0.70 2.21 -4.98 0.00
H 1.51 0.33 -6.18 0.00
H -2.06 -3.81 4.39 0.00
H 2.66 -5.56 0.48 0.00
H -5.25 0.58 -4.18 0.00
H 3.17 -2.81 0.20 0.00
H -3.11 -2.97 1.03 0.00
H 2.92 -0.21 -2.52 0.00
H -0.23 -3.67 -1.11 -0.01
H -3.43 -4.57 3.59 0.00
H -1.23 -2.01 4.02 -0.02
H -1.35 3.59 -2.32 0.00
H -0.79 0.26 5.03 0.00
H 0.77 -1.29 5.84 0.00
H 1.88 1.00 2.35 0.00
H 5.82 1.32 -1.37 0.00
H 2.23 -1.52 1.59 0.01
H 2.08 -0.09 5.94 0.00
H -3.18 -2.87 3.36 0.00
H 0.41 4.76 2.88 0.00
H 2.87 3.28 1.69 0.00
H 1.88 -2.11 -0.82 0.03
H -2.10 -4.09 0.08 -0.01
H 4.30 1.75 0.41 0.00
H -0.19 5.75 -2.21 0.00
H 3.61 1.44 -2.57 0.00
H 0.31 1.60 4.90 0.00
H -3.76 0.21 3.58 0.00
H -6.40 0.90 1.62 0.00
H -0.41 0.94 -4.30 0.00
H -0.56 -5.64 3.28 0.00
H -0.63 1.11 3.47 -0.02
H 4.69 6.59 -0.41 0.00
H -0.36 -5.18 -0.15 0.01
H 2.67 1.35 3.97 0.00